Entry 1:
Below is a cluster of 2 separate species, C5H10O2 in total at a distorted geometry, with properties calculated with wB97M-V/def2-TZVPD.

## Properties
largest force on an atom	0.020	hartree/bohr
relative energy (zero: lowest compared OMol25 entry of this formula, charge and spin)	50.5	kcal per mole
SMILES	C=C1CCCO1.O
M	102.13	g mol⁻¹
energy	-346.94499	Ha

Positions of all 17 atoms, in Å:
C -0.38584 -0.73778 1.67488
C -0.29444 0.42330 -0.28439
O -0.48817 -0.83339 -2.86551
H -0.26678 1.72205 -1.94775
H -0.54853 -1.77321 1.98243
O -0.98745 -0.55319 0.39563
H 1.64691 -1.23150 1.10732
H -1.88802 0.91578 -1.56369
H -0.87384 -0.07065 2.39892
H 1.55112 -0.02994 2.41325
C 1.08599 -0.37099 1.48524
H -1.38017 -1.08902 -2.59987
C 1.00168 0.72936 0.42696
H -0.06284 -0.68317 -2.00222
H 1.88618 0.79815 -0.21365
C -0.84922 1.07616 -1.30143
H 0.85341 1.70803 0.89388

Cartesian forces (eV/Å) of the 3 atoms listed first:
C 0.11 -0.08 0.27
C -0.35 0.85 0.23
O 0.20 -0.96 -0.28

---

Entry 2:
Below is an isolated molecule of C5H10O2 at a distorted geometry, with properties calculated with wB97M-V/def2-TZVPD.

## Properties
largest force on an atom	0.027	hartree/bohr
relative energy (zero: lowest compared OMol25 entry of this formula, charge and spin)	49.6	kcal per mole
SMILES	CC[C@@H](O)CC=O
M	102.13	g mol⁻¹
energy	-346.94633	Ha

Positions of all 17 atoms, in Å:
H -0.81140 -0.43788 0.32477
C 0.01586 -0.88885 -1.46954
H 0.63809 -1.76895 -1.28080
H 0.51327 2.00348 1.65952
H 1.40820 -0.86202 0.97270
H -1.78713 -2.01271 -0.72925
C 0.01247 0.09343 -0.27963
C 0.73380 0.96650 1.92729
C -1.46644 -1.10080 -1.26055
H -0.17979 0.53789 2.35921
H 0.21381 -0.46363 -2.45817
H -1.29233 1.09457 -1.17408
C 1.16731 0.17234 0.69499
O -2.27620 -0.22954 -1.53955
H 1.50833 0.95431 2.69880
H 2.06377 0.61010 0.24302
O -0.46162 1.33176 -0.68872

Cartesian forces (eV/Å) of the 3 atoms listed first:
H 0.87 0.92 0.55
C -0.19 -0.13 -0.02
H -0.29 0.04 -0.04

---

Entry 3:
Below is a cluster of 2 separate species, C5H10O2 in total at a distorted geometry, with properties calculated with wB97M-V/def2-TZVPD.

## Properties
largest force on an atom	0.058	hartree/bohr
relative energy (zero: lowest compared OMol25 entry of this formula, charge and spin)	82.8	kcal per mole
SMILES	C=C/C(O)=C/C.O
M	102.13	g mol⁻¹
energy	-346.89351	Ha

Positions of all 17 atoms, in Å:
C 0.93136 -0.08498 0.19219
C -0.64339 -1.77008 1.29650
H 0.24275 1.78712 -0.42593
H -1.64690 -2.19601 1.26059
H 0.30214 3.20903 -3.48398
H 1.24077 -2.08545 2.08221
H 1.83088 1.76772 -0.51520
C -0.24226 -0.74441 0.30349
O -1.35841 -0.16147 -0.28388
C 1.06905 1.39988 0.18365
H 0.77716 2.12926 -2.65812
H 1.05147 1.79330 1.19691
H -1.88989 0.25348 0.42680
O -0.05750 2.52733 -2.91014
C 0.20634 -2.42550 2.11163
H -0.08125 -2.92630 3.02903
H 1.75174 -0.72317 0.54725

Cartesian forces (eV/Å) of the 3 atoms listed first:
C -0.02 -2.03 1.51
C 1.20 -2.39 -0.38
H -0.58 0.08 0.86

---

Entry 4:
Below is a cluster of 2 separate species, C5H10O2 in total at a distorted geometry, with properties calculated with wB97M-V/def2-TZVPD.

## Properties
largest force on an atom	0.095	hartree/bohr
relative energy (zero: lowest compared OMol25 entry of this formula, charge and spin)	105.6	kcal per mole
SMILES	C=C/C(O)=C/C.O
M	102.13	g mol⁻¹
energy	-346.85710	Ha

Positions of all 17 atoms, in Å:
H -2.09280 -1.81702 0.19064
H -1.85737 1.07000 1.17538
O -0.55206 0.98522 -0.66189
H 0.76517 0.58799 -2.81093
C -0.35656 -0.94789 -1.86232
C -2.34194 -0.04316 1.12713
H -0.68736 0.56530 -3.30763
H 4.90398 0.37424 4.48013
H 3.42595 0.43421 4.12679
H -0.10292 -1.98601 -1.84350
O 4.22769 1.00019 4.03581
C -0.98154 -0.41894 -0.81703
H 0.36143 0.81034 -1.08862
H 0.30704 -0.85438 -4.02544
H -2.99468 -0.18497 2.03150
C -1.69590 -0.87988 0.31499
C 0.13703 -0.19064 -3.08273

Cartesian forces (eV/Å) of the 3 atoms listed first:
H -0.54 -2.68 0.09
H -1.54 -2.65 -0.39
O 1.10 -1.86 -1.52

---

Entry 5:
Below is an isolated molecule of C5H10O2, with properties calculated with wB97M-V/def2-TZVPD.

## Properties
largest force on an atom	0.007	hartree/bohr
relative energy (zero: lowest compared OMol25 entry of this formula, charge and spin)	115.2	kcal per mole
SMILES	C/C=C/OOCC
M	102.13	g mol⁻¹
energy	-346.84184	Ha

Positions of all 17 atoms, in Å:
H 1.18318 -2.64511 0.15423
H -3.29003 2.01818 0.94058
C -1.85193 0.64566 0.06743
H 2.43140 -1.17861 -1.49174
H 2.68256 0.03416 -0.21749
O 0.14886 -0.85338 0.24005
H -2.00923 -0.23315 0.68782
C -2.23629 1.96182 0.65561
H 3.45019 -1.55870 -0.08982
H -1.64733 2.08276 1.57687
O -0.36072 -0.70124 -1.13370
H -1.98241 2.79663 -0.00265
C -1.08717 0.46886 -1.00715
C 2.54406 -1.03335 -0.41515
H -0.83932 1.23451 -1.74336
H 1.51395 -1.46028 1.42950
C 1.35024 -1.57877 0.34898

Cartesian forces (eV/Å) of the 3 atoms listed first:
H 0.04 0.08 -0.14
H 0.06 0.02 -0.09
C 0.13 0.00 -0.13

---

Entry 6:
Below is the ion C5H10O2P with charge -1 at a distorted geometry, with properties calculated with wB97M-V/def2-TZVPD.

## Properties
largest force on an atom	0.059	hartree/bohr
relative energy (zero: lowest compared OMol25 entry of this formula, charge and spin)	26.1	kcal per mole
net charge	-1
M	133.11	g mol⁻¹
energy	-688.38499	Ha

Positions of all 18 atoms, in Å:
C 0.05378 -0.40102 -1.27890
H 0.35539 -2.02056 1.15593
H -0.07513 1.72370 -1.28728
H 1.74747 0.60795 0.84360
O -1.34061 2.33482 0.91239
H 1.38927 2.53519 0.52654
H -0.55505 -0.20765 -2.14384
C -0.88530 -0.82474 -0.16464
C 1.08614 1.36396 0.40349
H -1.29427 -2.46885 1.06910
H -0.22697 -2.81506 -0.16317
O -0.24928 1.05586 2.87479
C -0.48596 -2.06624 0.51684
H 0.74865 -1.22367 -1.44937
H -2.01717 -0.93267 -0.45399
H 1.51273 1.07541 -1.72946
P -0.42753 1.25087 1.41128
C 0.66384 1.01270 -1.04332

Cartesian forces (eV/Å) of the 3 atoms listed first:
C -1.17 0.89 1.16
H 1.00 0.48 0.95
H -0.84 0.89 -0.58

---

Entry 7:
Below is an isolated molecule of C5H10O2S at a distorted geometry, with properties calculated with wB97M-V/def2-TZVPD.

## Properties
largest force on an atom	0.045	hartree/bohr
relative energy (zero: lowest compared OMol25 entry of this formula, charge and spin)	26.8	kcal per mole
SMILES	CSCC1OCCO1
M	134.20	g mol⁻¹
energy	-745.14873	Ha

Positions of all 18 atoms, in Å:
H 3.18325 0.51076 0.77307
C -1.39124 1.06147 -0.32586
O -1.30849 -1.19127 -0.52217
O -0.66378 0.54486 0.77986
H 0.80612 -2.41840 0.21447
H -1.05256 -1.36318 1.53133
S 1.79887 -0.52865 -0.85752
C 2.44023 0.87650 0.05074
C -2.15554 -0.11710 -0.80120
C -0.56085 -0.85987 0.61632
H -0.64996 1.43223 -1.07733
C 0.86376 -1.32905 0.45062
H -2.41989 -0.09412 -1.89973
H 3.05326 1.50555 -0.61336
H 1.45450 -1.21381 1.39071
H -3.06094 -0.19061 -0.21729
H -1.96744 1.94499 0.02917
H 1.63068 1.42970 0.47817

Cartesian forces (eV/Å) of the 3 atoms listed first:
H -0.52 0.17 0.25
C 1.29 1.90 -0.22
O 0.47 -0.59 -0.33

---

Entry 8:
Below is an isolated molecule of C5H10O2S at a distorted geometry, with properties calculated with wB97M-V/def2-TZVPD.

## Properties
largest force on an atom	0.039	hartree/bohr
relative energy (zero: lowest compared OMol25 entry of this formula, charge and spin)	45.5	kcal per mole
SMILES	COC[C@@H]1S[C@H]1CO
M	134.20	g mol⁻¹
energy	-745.11894	Ha

Positions of all 18 atoms, in Å:
C 0.21320 0.28700 0.38137
H -4.21943 0.24216 0.62525
C -1.09719 -0.08034 -0.30515
O -2.14494 0.43201 0.44657
H 1.45108 -0.15165 -1.31296
H -3.63629 0.39818 -1.09327
H -1.12929 0.44308 -1.30179
C 1.48449 0.20960 -0.26315
H 4.09946 0.46365 -0.42398
O 3.83787 -0.44105 -0.24361
C 2.65008 -0.38970 0.49700
C -3.40987 -0.01421 -0.09190
H 2.79566 0.19476 1.45687
H -3.43020 -1.08399 -0.19912
S 1.09904 1.96081 0.00212
H 2.39983 -1.46200 0.67346
H 0.19122 0.17654 1.43911
H -1.15473 -1.18484 -0.28682

Cartesian forces (eV/Å) of the 3 atoms listed first:
C -0.99 1.49 -0.13
H 0.69 0.13 -0.49
C 1.10 1.08 -0.23

---

Entry 9:
Below is an isolated molecule of C5H10O2S at a distorted geometry, with properties calculated with wB97M-V/def2-TZVPD.

## Properties
largest force on an atom	0.044	hartree/bohr
relative energy (zero: lowest compared OMol25 entry of this formula, charge and spin)	21.9	kcal per mole
SMILES	CCO[C@@H](C)C(O)=S
M	134.20	g mol⁻¹
energy	-745.15651	Ha

Positions of all 18 atoms, in Å:
H 1.43619 1.10294 0.33039
S -3.71410 -0.34245 0.20374
H 1.20191 -0.19192 1.55355
O 0.20337 -0.44669 -0.22917
H -0.88916 0.38883 1.30776
H -0.45370 2.28307 -0.15324
H 3.47202 -0.35762 0.28921
H 2.56816 -0.68429 -1.16146
H -1.23116 1.51257 -1.59722
C 2.50119 -0.74918 -0.04032
C -2.14382 -0.76079 0.03589
O -1.70146 -1.93294 -0.36122
H -0.74549 -1.80726 -0.54217
C 1.34013 0.01100 0.49383
C -1.20710 1.57158 -0.47411
H -2.13235 2.01726 -0.09005
C -0.99914 0.22932 0.19808
H 2.49447 -1.84343 0.23652

Cartesian forces (eV/Å) of the 3 atoms listed first:
H 0.13 -0.48 0.17
S 0.46 -0.38 0.20
H -0.08 0.11 0.25

---

Entry 10:
Below is a structure of composition C5H10O2S2 at a distorted geometry, with properties calculated with wB97M-V/def2-TZVPD.

## Properties
largest force on an atom	0.087	hartree/bohr
relative energy (zero: lowest compared OMol25 entry of this formula, charge and spin)	0.0	kcal per mole
M	166.27	g mol⁻¹
energy	-1143.31128	Ha

Positions of all 19 atoms, in Å:
C 0.80774 -0.07002 0.18210
H 1.09696 -1.05139 -2.48315
C 0.26263 -0.19366 1.59842
C -1.01394 0.69112 1.55793
C 0.28617 -0.37948 -2.26349
H -0.66306 -1.53991 -0.50350
H 1.03237 0.01618 2.37422
H -0.38047 -0.72027 -3.14749
C -0.16991 -0.58646 -0.76105
H -0.09687 -1.22299 1.72030
H -1.85225 0.20971 1.98934
O -2.83869 0.33142 -0.30047
H 3.06623 -0.47474 1.10037
H 1.03642 0.99299 0.08125
H -0.87404 1.65404 1.98143
O -1.18128 2.06794 -0.74880
S 2.37705 -1.15928 0.14286
S -1.45995 0.72584 -0.25205
H 0.56487 0.70895 -2.26820

Cartesian forces (eV/Å) of the 3 atoms listed first:
C 3.44 -1.33 2.51
H 1.00 0.15 0.45
C -0.99 -0.20 0.13

---

Entry 11:
Below is an isolated molecule of C5H10O2S2 at a distorted geometry, with properties calculated with wB97M-V/def2-TZVPD.

## Properties
largest force on an atom	0.081	hartree/bohr
2S+1	3
M	166.27	g mol⁻¹
energy	-1143.19031	Ha
expectation value of S²	2.007

Positions of all 19 atoms, in Å:
H 0.10259 -2.68673 -1.71691
H 0.03668 -0.89223 -2.17492
H -0.32194 1.89840 -1.48857
H -0.81348 2.89975 -0.04633
H -0.65139 -2.28932 1.32404
H -1.38094 -1.89562 -1.35863
C -0.27377 -1.70670 -1.45058
H 1.67162 3.04299 0.37869
S -1.04829 0.44167 0.29498
H 1.05990 -2.59041 0.98413
C 0.28739 -1.81730 1.14538
C 1.17065 2.06732 0.26627
S 2.32066 0.93803 -0.41603
H 0.59374 -1.23428 2.00885
H 0.93382 2.06083 1.38485
C -0.18202 -1.07863 -0.01186
C -0.16977 1.95387 -0.32445
O -1.07605 0.55767 1.73046
O -2.25941 0.33069 -0.52937

Cartesian forces (eV/Å) of the 3 atoms listed first:
H 0.92 0.09 0.67
H -0.79 -1.24 0.49
H 0.87 -0.02 2.13

---

Entry 12:
Below is a structure of composition C5H10O2Sc at a distorted geometry, with properties calculated with wB97M-V/def2-TZVPD.

## Properties
largest force on an atom	0.106	hartree/bohr
2S+1	2
relative energy (zero: lowest compared OMol25 entry of this formula, charge and spin)	0.0	kcal per mole
net charge	+2
M	147.09	g mol⁻¹
energy	-1106.92100	Ha
expectation value of S²	0.756

Positions of all 18 atoms, in Å:
H 0.75326 3.52037 -0.07146
H -0.11269 0.40991 1.56160
H -2.97269 1.10548 0.62481
O -0.11271 -1.23143 -1.80907
Sc -1.80323 -0.35459 -1.39504
C -2.14926 0.39808 0.76897
C -0.85838 0.89131 0.92387
C 1.01592 -2.91895 -0.58327
H 0.97632 -0.74361 -0.04540
H 1.45841 1.88993 -0.07874
H 1.96513 -3.42594 -0.40206
O -0.57309 2.04446 0.33100
H 1.93626 -1.28334 -1.58785
C 0.75675 2.55460 0.44139
H 0.05573 -3.39553 -0.36890
C 0.99339 -1.51429 -1.04934
H -2.35986 -0.56922 1.23806
H 1.03075 2.62277 1.50144

Cartesian forces (eV/Å) of the 3 atoms listed first:
H -0.02 -0.17 0.40
H 0.14 0.00 -0.37
H 0.11 -0.05 -0.13

---

Among the records above, which one has the highest energy? number 5

---

Which of these has the highest energy? number 5